{"formula": "C27H19N8O13RhS", "method": "wB97M-V/def2-TZVPD", "total_charge": 0, "spin_multiplicity": 5, "gap_ev": [4.57, 3.50], "e_tot_ev": -80679.1915, "elements": ["Rh", "O", "C", "O", "C", "C", "C", "N", "C", "C", "C", "O", "O", "H", "H", "H", "O", "C", "O", "C", "C", "C", "C", "C", "C", "N", "C", "C", "C", "C", "C", "C", "N", "H", "H", "H", "H", "H", "H", "H", "H", "H", "H", "N", "C", "N", "S", "H", "H", "H", "H", "O", "N", "O", "C", "C", "C", "C", "O", "C", "C", "N", "O", "O", "N", "O", "O", "H", "H"], "positions_angstrom": [[-1.50311, -0.56465, -0.45351], [-4.24409, 4.56761, 4.19511], [-4.36072, 4.68333, 2.97700], [-4.82939, 5.47401, 2.16640], [-3.71559, 3.35915, 2.20330], [-3.32878, 2.26229, 2.95115], [-2.78983, 1.17316, 2.28476], [-2.61226, 1.17090, 0.96693], [-2.97175, 2.23437, 0.25880], [-3.55640, 3.35877, 0.83250], [-2.65641, 2.19971, -1.22751], [-3.17753, 2.98235, -1.99299], [-1.78672, 1.29537, -1.54610], [-3.44079, 2.26054, 4.02599], [-2.49002, 0.28284, 2.82955], [-3.85997, 4.18497, 0.20698], [4.84225, 3.47570, -0.84244], [4.59370, 3.04277, 0.39944], [5.29999, 3.33278, 1.32136], [3.38199, 2.17294, 0.55863], [3.43262, 1.08618, 1.42233], [2.33557, 0.26722, 1.59207], [1.14379, 0.54811, 0.91195], [1.08517, 1.66261, 0.07471], [2.19256, 2.46693, -0.10321], [0.00812, -0.27107, 1.02455], [-0.20889, -0.97014, 2.08277], [-1.37641, -1.81053, 2.13468], [-1.67967, -2.62247, 3.22496], [-2.83592, -3.37104, 3.21111], [-3.67314, -3.29774, 2.10467], [-3.31558, -2.47468, 1.05366], [-2.19963, -1.75115, 1.06318], [4.26630, 3.06091, -1.49833], [4.35595, 0.89326, 1.95417], [2.41898, -0.61141, 2.22051], [0.16307, 1.88849, -0.44230], [2.12117, 3.33160, -0.75059], [0.46482, -0.91268, 2.93231], [-0.98999, -2.65315, 4.05820], [-3.09131, -4.00694, 4.04749], [-4.58640, -3.87253, 2.05607], [-3.94581, -2.38822, 0.17858], [-1.89382, -0.03621, -4.11259], [-2.05297, -1.18130, -3.49146], [-1.51169, -2.30118, -3.96633], [-3.12417, -1.30861, -2.13210], [-1.11486, 0.07858, -4.74495], [-2.16004, 0.80060, -3.59844], [-0.78532, -2.24900, -4.66315], [-1.57010, -3.12854, -3.40035], [5.64068, -3.24744, -0.06189], [5.49018, -2.38529, -0.90802], [6.38700, -1.85463, -1.53381], [4.13052, -1.94773, -1.18559], [3.91380, -0.88722, -2.05929], [2.63395, -0.50158, -2.35908], [1.46461, -1.12064, -1.77110], [0.30291, -0.69101, -1.97764], [1.78000, -2.22260, -0.89132], [3.07437, -2.59992, -0.59023], [0.71281, -2.88372, -0.23055], [0.91024, -3.41325, 0.84951], [-0.39684, -2.88274, -0.77443], [2.44854, 0.59731, -3.28407], [1.57775, 0.50546, -4.12270], [3.25034, 1.51693, -3.24027], [4.75484, -0.38581, -2.51971], [3.25729, -3.41095, 0.10069]], "forces_ev_per_angstrom": [[-0.49, 2.73, -2.95], [-0.20, 0.47, 0.30], [0.70, -1.79, -0.98], [-0.17, 0.53, 0.26], [-0.72, 1.58, 0.92], [0.32, -0.61, -0.45], [-0.15, 0.03, 0.47], [0.47, -0.71, -0.50], [-0.21, 0.72, -0.56], [0.34, -0.90, -0.28], [-0.89, 0.66, 0.99], [0.39, -0.37, -0.14], [0.76, -0.96, -0.23], [-0.05, 0.14, 0.03], [-0.04, 0.04, -0.04], [-0.04, 0.12, 0.12], [0.17, 0.21, -0.21], [-0.03, -0.21, 0.25], [0.02, -0.02, -0.09], [-0.34, 0.10, -0.08], [0.28, 0.06, 0.07], [-0.26, -0.13, -0.14], [0.91, 0.61, 0.05], [-0.39, -0.28, 0.02], [0.25, -0.07, 0.05], [0.44, -0.73, 1.38], [0.83, 0.93, -0.57], [-1.16, -0.91, 0.13], [0.64, 0.46, -0.17], [-0.40, -0.17, -0.21], [0.16, -0.08, 0.32], [-0.03, 0.05, -0.03], [-0.56, -1.02, 1.69], [-0.07, -0.09, 0.00], [-0.03, -0.05, 0.00], [0.04, 0.00, -0.02], [-0.07, -0.01, -0.05], [-0.02, 0.01, -0.01], [-0.12, -0.07, 0.14], [-0.05, -0.02, 0.04], [0.02, 0.01, 0.01], [-0.02, 0.04, -0.02], [0.05, 0.01, -0.02], [0.33, 0.39, 0.17], [-0.46, -0.41, 0.00], [0.20, 0.30, -0.02], [0.07, -0.42, 0.07], [0.00, 0.00, -0.11], [-0.02, -0.03, 0.03], [0.02, -0.06, -0.02], [-0.01, -0.06, 0.04], [-0.03, 0.08, -0.13], [0.26, -0.02, 0.13], [-0.10, -0.06, 0.06], [-0.39, -0.06, 0.04], [-0.04, 0.20, -0.27], [-0.20, -0.52, 0.70], [-0.07, -0.13, -0.12], [-0.22, 0.30, 0.13], [0.36, 0.67, -0.40], [0.18, -0.10, 0.13], [-0.19, -0.34, 0.20], [0.05, -0.06, -0.06], [-0.07, -0.16, 0.16], [0.42, 0.20, -0.69], [-0.29, -0.10, 0.13], [-0.07, 0.06, 0.33], [0.00, 0.02, 0.04], [0.01, -0.01, -0.01]]}